Molecular formula: C2H4NS
Method: DFT, ωB97M-V/def2-TZVPD

Last columns: bonded neighbours and bond lengths (Å).
Cartesian coordinates (Å):
1 S -1.84 -0.04 -0.15  C4 1.801, C8 1.877
2 H 0.23 -0.02 -1.62  N6 1.133
3 H 0.04 -1.47 1.10  C8 0.988
4 C -0.28 0.69 0.36  S1 1.801, H5 1.216, N6 1.474, C8 1.449
5 H 0.00 1.73 0.93  C4 1.216
6 N 0.55 -0.14 -0.54  H2 1.133, C4 1.474, H7 0.999, C8 1.419
7 H 1.54 0.00 -0.55  N6 0.999
8 C -0.23 -0.75 0.47  S1 1.877, H3 0.988, C4 1.449, N6 1.419

Calculated values
relative energy (zero: lowest compared OMol25 entry of this formula, charge and spin)	195.6	kJ/mol
total charge	+1
E_LUMO	-4.33	eV
total energy	-14453.30946	eV
2S+1	1
E_HOMO	-14.771	eV
M	74.13	g mol⁻¹
SMILES	[NH2+]1[C@@H]2S[C@H]12
gap between HOMO and LUMO	10.4	eV

Results of the natural (NBO) charge analysis, in e, for atoms 1 through 2: S 0.313; H 0.459